C42H98N14O14 | ωB97M-V/def2-TZVPD

## Properties
Gap between HOMO and LUMO   8.276 eV
HOMO energy   -8.76 eV
Relative energy (zero: lowest compared OMol25 entry of this formula, charge and spin)   274.2 kcal per mole

Last column: Löwdin charge in e.
Element x y z (Å)
C 11.69589 18.15607 11.90976  -0.27
O 12.43094 17.30288 12.46896  -0.05
N 10.36269 17.99634 11.61288  -0.19
C 9.49204 18.81393 10.73984  -0.03
C 9.66631 16.92413 12.28294  -0.07
H 12.09887 19.08788 11.48370  0.13
H 8.91104 18.19373 10.05728  0.10
H 10.15705 19.64001 10.48790  0.09
H 8.83568 19.35349 11.42260  0.09
H 8.76548 17.29522 12.77172  0.09
H 9.35575 16.13311 11.60034  0.07
H 10.25148 16.47630 13.08614  0.07
C 16.98779 17.82718 9.49708  -0.35
O 17.83260 18.00873 8.64404  0.01
N 16.02950 16.93018 9.23200  -0.15
C 14.96810 16.59833 10.26786  -0.04
C 16.05198 15.98411 8.10726  -0.04
H 16.96587 18.27728 10.50162  0.14
H 15.03374 15.63882 10.78082  0.06
H 13.98715 16.65478 9.79602  0.07
H 15.04943 17.32233 11.07862  0.07
H 15.57027 15.03498 8.34224  0.05
H 15.60361 16.44482 7.22702  0.09
H 17.06140 15.71392 7.79714  0.08
C 8.22439 17.14248 18.58274  -0.29
O 7.35739 16.80273 19.45134  -0.05
N 8.59842 16.36809 17.56800  -0.18
C 9.64503 16.77318 16.64562  -0.04
C 8.13889 15.00193 17.50706  -0.06
H 8.89781 18.01059 18.65414  0.11
H 9.41434 16.44408 15.63242  0.07
H 10.62601 16.45634 16.99974  0.07
H 9.64970 17.85496 16.51212  0.09
H 7.65090 14.79383 16.55488  0.08
H 8.86729 14.24134 17.78822  0.09
H 7.41887 14.77439 18.29312  0.08
C 12.37704 12.89189 19.76794  -0.33
O 12.41388 12.79460 21.00250  -0.02
N 12.25308 11.83624 18.97468  -0.13
C 12.18455 10.38677 19.30460  -0.04
C 12.30946 12.00531 17.50796  -0.06
H 12.46836 13.85838 19.24856  0.13
H 11.39355 9.77613 18.86922  0.08
H 12.06921 10.12572 20.35658  0.08
H 13.07524 9.80548 19.06612  0.08
H 13.29501 12.01073 17.04238  0.07
H 11.92521 11.06491 17.11288  0.07
H 11.75254 12.80034 17.01210  0.07
C 9.44748 12.98399 14.67806  -0.32
O 10.08731 13.97180 14.36184  0.00
N 9.56394 11.73685 14.13726  -0.18
C 8.72568 10.62651 14.58116  -0.05
C 10.63507 11.42349 13.19004  -0.03
H 8.58805 13.03123 15.36462  0.12
H 9.17307 9.96352 15.32168  0.08
H 8.48364 10.04129 13.69400  0.09
H 7.87140 10.87684 15.21016  0.09
H 10.19263 10.68420 12.52238  0.08
H 11.24300 12.25381 12.83076  0.08
H 11.38475 10.80695 13.68598  0.07
C 11.61024 20.35924 18.86650  -0.28
O 10.39926 20.07064 18.66330  -0.05
N 12.52227 19.41710 19.21616  -0.18
C 13.92771 19.77376 19.35034  -0.06
C 12.23759 18.04072 19.44254  -0.05
H 11.98609 21.37147 18.65129  0.13
H 14.53027 19.20615 18.64122  0.07
H 14.33774 19.61889 20.34833  0.09
H 14.19828 20.82261 19.22866  0.09
H 12.81879 17.63222 20.26923  0.09
H 11.20989 17.88590 19.77110  0.09
H 12.44151 17.41023 18.57708  0.07
C 16.66102 19.12586 16.87058  -0.35
O 17.39747 20.03931 17.26218  -0.01
N 15.55017 19.32421 16.16392  -0.18
C 14.59125 18.22121 15.90840  -0.04
C 15.03594 20.64212 15.78750  -0.03
H 16.76829 18.06059 17.12730  0.12
H 14.58713 18.06852 14.82916  0.09
H 13.54391 18.48077 16.06268  0.08
H 14.84356 17.42207 16.60540  0.07
H 15.72457 21.37161 16.21379  0.08
H 14.82041 20.83976 14.73746  0.09
H 14.18729 20.80950 16.45074  0.07
C 11.90734 15.36822 8.08501  -0.35
O 12.43355 15.60246 7.00084  0.01
N 12.11899 14.32640 8.92848  -0.18
C 13.00470 13.20748 8.61932  -0.04
C 11.15044 14.16259 10.04618  -0.03
H 11.18893 16.05122 8.56418  0.12
H 13.61957 13.11065 9.51412  0.06
H 13.64208 13.32068 7.74238  0.09
H 12.39874 12.31528 8.46158  0.09
H 10.53963 13.27184 9.89926  0.09
H 11.79449 14.07014 10.92068  0.08
H 10.45871 15.00403 10.00628  0.06
C 17.19815 12.82510 11.99730  -0.32
O 18.09597 13.23667 12.71862  0.00
N 17.28863 12.76038 10.63642  -0.20
C 16.21184 12.28824 9.76956  -0.05
C 18.50546 13.11897 9.91689  -0.02
H 16.31864 12.21446 12.25382  0.12
H 16.00008 13.04282 9.01203  0.07
H 15.31679 12.17613 10.38148  0.07
H 16.49936 11.28710 9.44840  0.10
H 18.30305 13.86333 9.14678  0.08
H 19.25418 13.41145 10.65308  0.09
H 18.80666 12.19514 9.42302  0.09
C 12.99397 15.13176 15.75036  -0.33
O 12.99273 15.19137 16.97552  -0.03
N 14.08341 14.84692 14.97852  -0.17
C 13.89168 14.79550 13.57034  -0.07
C 15.37141 14.59678 15.57484  -0.04
H 12.13174 15.28616 15.08334  0.11
H 12.85482 14.87605 13.24394  0.07
H 14.35005 13.85606 13.26140  0.08
H 14.42769 15.63325 13.12430  0.07
H 16.05817 15.44093 15.51258  0.07
H 15.31463 14.34925 16.63484  0.07
H 15.89638 13.72593 15.18222  0.08
C 20.37254 10.54827 16.66560  -0.29
O 21.49608 10.03976 16.61966  -0.01
N 19.96026 11.47790 15.71566  -0.19
C 18.57782 11.87862 15.80272  -0.08
C 20.71082 12.00716 14.61540  -0.04
H 19.53658 10.27060 17.32610  0.13
H 17.96507 11.51292 14.97878  0.07
H 18.56201 12.96794 15.76782  0.07
H 18.04089 11.61492 16.71392  0.07
H 20.62801 13.09119 14.69364  0.07
H 21.79796 11.92946 14.62916  0.10
H 20.14020 11.77605 13.71590  0.08
C 15.51928 9.40934 16.91378  -0.31
O 15.90958 10.44050 17.46664  -0.02
N 15.20457 9.32578 15.57514  -0.17
C 14.93537 7.99794 14.95872  -0.06
C 15.22644 10.44357 14.58938  -0.04
H 15.31558 8.44465 17.40378  0.13
H 15.73980 7.79915 14.25056  0.08
H 14.03629 7.99765 14.34246  0.08
H 14.96737 7.12387 15.60916  0.08
H 15.15014 11.38906 15.12632  0.07
H 16.19764 10.36935 14.10012  0.08
H 14.39000 10.52528 13.89528  0.08
C 21.01996 18.00697 12.95350  -0.35
O 20.44709 18.40345 11.94858  0.00
N 20.54050 17.12111 13.84958  -0.18
C 21.14250 16.74174 15.09282  -0.07
C 19.34749 16.30489 13.50350  -0.03
H 22.07217 18.27501 13.13576  0.13
H 20.47536 16.83475 15.94978  0.08
H 21.96874 17.42399 15.29276  0.09
H 21.39153 15.68058 15.09548  0.08
H 19.76544 15.32095 13.29070  0.07
H 18.64817 16.19954 14.33294  0.07
H 18.83989 16.47000 12.55314  0.08
C 18.49416 14.94606 17.77286  -0.34
O 18.01995 15.57229 16.83946  -0.02
N 17.79973 14.52857 18.83285  -0.18
C 16.44755 14.85502 19.05596  -0.06
C 18.47193 13.91072 19.95234  -0.05
H 19.53499 14.58831 17.80247  0.14
H 15.97167 15.35372 18.21161  0.06
H 16.30971 15.61016 19.82982  0.10
H 15.85798 13.98698 19.35096  0.10
H 17.98475 14.17795 20.89008  0.09
H 18.29498 12.83598 19.91080  0.09
H 19.50655 14.23330 20.06894  0.10